Entry 1:
C5H14NO2 | wB97M-V/def2-TZVPD

```
! wB97M-V def2-TZVPD RIJCOSX def2/J DEFGRID3
* xyz 1 1
C 1.3472 -1.7519 0.0268
O 0.8698 -3.0690 -0.0156
C 0.3026 -0.6579 0.1210
C 0.7139 0.8014 -0.0006
C -0.1685 1.6355 0.9413
C 0.2554 2.1736 2.0666
N -0.9273 -1.0819 -0.7436
H 2.0692 -1.6455 0.8182
H 1.8843 -1.6269 -0.9032
H 0.7972 -3.4384 0.8855
H -0.0870 -0.8043 1.1590
H 0.5337 1.1036 -1.0329
H 1.8076 1.0364 0.1478
H -1.1542 1.6476 0.5562
H 1.2827 2.2057 2.5240
H -0.4859 2.6362 2.7480
H -1.7990 -1.1449 -0.2229
H -1.1145 -0.3167 -1.4581
H -0.7827 -2.0770 -0.9994
H -1.2165 1.9332 -1.8134
H -2.4500 1.2949 -2.6894
O -1.6780 1.1462 -2.1153
*
```

Calculated values
Electronic energy: -10989.6535 eV
Largest force on an atom: 3.3 eV/Å
Orbital gap: 10.64 eV
E_LUMO: -3.03 eV

Entry 2:
CH6NOS | wB97M-V/def2-TZVPD

```
! wB97M-V def2-TZVPD RIJCOSX def2/J DEFGRID3
* xyz -1 1
S 2.6441 -0.2494 0.6498
H 2.5527 -0.9431 -0.5075
N -1.2491 1.0589 -0.5879
C -0.8896 -0.0846 0.3774
O -0.0536 -1.1154 -0.0928
H -0.9431 0.6472 -1.5157
H -0.6086 1.7556 -0.3441
H -1.7562 -0.6287 0.5497
H -0.5773 0.3970 1.2826
H 0.8806 -0.8375 0.1887
*
```

Calculated values
Electronic energy: -15507.8935 eV
Largest force on an atom: 3.5 eV/Å
Orbital gap: 7.64 eV
E_LUMO: 4.45 eV

Entry 3:
C36H98O21S15 | wB97M-V/def2-TZVPD

```
! wB97M-V def2-TZVPD RIJCOSX def2/J DEFGRID3
* xyz 0 1
C -21.2967 2.3042 27.9837
S -19.7837 2.0095 28.7813
O -20.0346 1.7952 30.2218
C -19.5224 0.4583 27.9813
H -21.7083 3.2702 28.3110
H -21.9994 1.5303 28.2571
H -21.1480 2.3160 26.9154
H -20.3052 -0.2533 28.1730
H -18.6192 0.0139 28.4043
H -19.4740 0.6347 26.8876
C -10.5398 3.5918 23.6602
S -10.6621 5.0947 22.7627
O -11.2458 6.1700 23.5851
C -8.9490 5.3389 22.6795
H -10.1330 2.8560 22.9244
H -11.4983 3.2671 24.0262
H -9.8881 3.7053 24.5323
H -8.8129 6.2617 22.1337
H -8.5272 4.5817 22.0162
H -8.4384 5.2259 23.6279
C -16.3489 0.9200 30.8003
S -14.7141 1.0294 31.4609
O -13.7314 1.6424 30.5631
C -15.0803 2.0557 32.8247
H -16.9333 1.8229 31.0434
H -16.8458 0.0647 31.2487
H -16.2894 0.8263 29.7064
H -16.0362 1.7310 33.2882
H -15.1893 3.0620 32.4358
H -14.3209 1.9722 33.5898
C -18.2524 -3.4934 25.7786
S -18.9474 -5.1370 25.8222
O -18.6738 -5.8009 27.1428
C -20.6038 -4.6105 25.8873
H -18.2763 -3.0877 24.7636
H -17.2350 -3.6573 26.1334
H -18.7552 -2.8524 26.5130
H -21.2568 -5.4795 25.7849
H -20.8105 -3.8595 25.1188
H -20.7088 -4.1294 26.8705
C -9.3388 0.2167 25.2369
S -9.9097 1.4474 26.3402
O -11.3954 1.6689 26.2021
C -9.5929 0.4459 27.7346
H -8.2735 0.0648 25.4806
H -9.4058 0.6530 24.2343
H -9.8553 -0.7132 25.4707
H -8.6284 -0.0349 27.7189
H -10.3328 -0.3654 27.6927
H -9.7168 1.0246 28.6598
C -17.9659 -2.9892 29.5463
S -17.1972 -3.2428 31.1257
O -17.0086 -1.9381 31.8714
C -18.5923 -4.1145 31.7886
H -18.7789 -2.2678 29.5941
H -18.3537 -3.9365 29.1726
H -17.2454 -2.5528 28.8346
H -19.3976 -3.3890 31.9152
H -18.3641 -4.6105 32.7272
H -18.9218 -4.9228 31.0967
C -13.0155 4.3164 28.4089
S -14.5115 3.7753 27.6706
O -15.5305 4.8358 27.6522
C -13.8104 3.6510 26.1046
H -12.2096 3.6039 28.1535
H -13.2016 4.2538 29.4891
H -12.6418 5.2826 28.1169
H -14.4782 3.3394 25.2882
H -12.9282 2.9966 26.0807
H -13.4367 4.6477 25.8209
C -16.8114 -6.4416 19.2529
S -17.6804 -5.0722 19.9582
O -19.1075 -5.1895 19.6042
C -17.6491 -5.5339 21.7021
H -15.7721 -6.4590 19.5757
H -16.7409 -6.2244 18.1865
H -17.3012 -7.4113 19.4765
H -18.1093 -6.4878 21.9184
H -18.1856 -4.6973 22.1767
H -16.6331 -5.5180 22.0757
C -15.1876 0.2075 22.1051
S -16.1845 -0.5222 20.8837
O -15.4772 -1.6521 20.2745
C -17.4725 -1.1406 21.8743
H -15.5738 1.1779 22.4700
H -14.2289 0.3343 21.5804
H -15.0578 -0.4396 22.9836
H -17.0443 -2.1350 22.1377
H -18.3631 -1.2098 21.2627
H -17.6253 -0.4924 22.7174
C -17.5223 5.9153 25.1803
S -19.0542 6.1806 26.0449
O -20.0068 5.0621 25.7330
C -18.3994 5.9933 27.5907
H -17.6969 5.8265 24.1072
H -17.0036 5.0439 25.5556
H -16.8797 6.7558 25.4113
H -19.1646 6.2814 28.3424
H -17.5290 6.6899 27.6694
H -17.9968 4.9932 27.8505
C -19.6887 2.8404 24.0148
S -18.6539 2.8095 22.6375
O -17.7131 1.7339 22.9546
C -19.8437 2.2336 21.4740
H -19.0289 3.1143 24.8337
H -20.0501 1.8406 24.1431
H -20.4766 3.5829 24.0344
H -19.4293 2.1391 20.4660
H -20.6124 2.9983 21.4152
H -20.2261 1.2424 21.8015
C -13.7459 -2.0038 29.7760
S -12.7238 -3.2613 30.4208
O -13.2654 -4.6043 30.0462
C -11.2873 -2.9578 29.4877
H -14.6490 -1.9870 30.3506
H -14.0492 -2.1562 28.7424
H -13.2216 -1.0679 29.9289
H -11.5234 -3.1246 28.4406
H -10.5065 -3.6194 29.8036
H -10.9641 -1.9372 29.6941
C -22.8298 -1.0494 23.0647
S -22.2071 -1.2221 24.7077
O -20.8292 -0.7059 24.5902
C -23.1040 0.0369 25.4685
H -22.6708 -1.9998 22.5318
H -22.2260 -0.2225 22.6393
H -23.8902 -0.7863 23.0379
H -24.1106 -0.2862 25.5561
H -23.0531 0.9844 24.8877
H -22.6311 0.2076 26.4515
C -12.8834 -3.7504 21.1713
S -12.6359 -4.7369 19.6892
O -13.5180 -5.9109 19.6674
C -13.1080 -3.5335 18.5266
H -13.5890 -4.3490 21.7593
H -13.3159 -2.7921 20.8114
H -12.0177 -3.6163 21.8093
H -12.4756 -2.6606 18.5390
H -14.1132 -3.1964 18.7505
H -12.9702 -4.0875 17.5828
C -16.7832 -0.4851 25.3151
S -16.0222 0.0247 26.8152
O -16.5121 -0.7329 27.9774
C -14.3103 -0.3407 26.6296
H -17.0330 0.4028 24.7514
H -17.6832 -1.0405 25.5492
H -16.0972 -1.1605 24.7844
H -14.0485 -1.3177 26.2191
H -13.9610 -0.2407 27.6344
H -13.8642 0.4275 26.0168
C -15.1588 -6.3425 27.7041
C -15.7453 -5.1268 28.3520
O -15.4131 -4.0996 27.4242
C -15.0736 -4.6357 26.2344
O -14.6602 -4.0260 25.3213
O -15.2068 -5.9769 26.2370
H -15.8107 -7.2180 27.9037
H -14.1085 -6.4927 27.9591
H -15.2908 -4.9057 29.3074
H -16.8373 -5.2451 28.4146
C -11.4876 -5.9976 25.5601
C -11.7317 -5.6172 24.0907
O -10.7166 -4.6212 23.8675
C -10.3475 -4.0421 25.1131
O -9.6646 -3.0975 25.3363
O -10.8621 -4.8236 26.1378
H -10.8068 -6.8849 25.5264
H -12.4331 -6.2464 26.0330
H -12.7329 -5.2153 23.8782
H -11.5142 -6.4381 23.4223
*
```

Calculated values
Electronic energy: -244434.5564 eV
Largest force on an atom: 3.7 eV/Å
Orbital gap: 8.13 eV
E_LUMO: 0.09 eV

Entry 4:
C4H10N2O | wB97M-V/def2-TZVPD

```
! wB97M-V def2-TZVPD RIJCOSX def2/J DEFGRID3
* xyz 0 1
H -1.6702 -2.3839 1.8232
N -1.2768 -1.9683 0.8033
C -0.2240 -0.9914 1.3138
N 0.3761 -0.1876 0.3907
C 1.7940 -0.6263 0.1445
O -0.0866 -0.0745 -0.8583
C -0.9458 1.1849 -0.9747
C 0.0839 2.2597 -0.7446
H 0.3956 -0.7532 2.2300
H 2.0768 -1.6466 -0.1663
H 2.2470 0.1512 -0.3692
H 2.3549 -0.5516 1.1400
H -1.3868 1.2115 -2.0215
H -1.8923 1.0159 -0.3463
H 0.6240 2.0573 0.1714
H 0.5765 2.5157 -1.6670
H -0.5766 3.1097 -0.7195
*
```

Calculated values
Electronic energy: -9332.1074 eV
Largest force on an atom: 8.8 eV/Å
Orbital gap: 9.52 eV
SMILES string: [H]/N=C/N(C)OCC
E_LUMO: 0.88 eV

Entry 5:
C30H70N2O13S3 | wB97M-V/def2-TZVPD

```
! wB97M-V def2-TZVPD RIJCOSX def2/J DEFGRID3
* xyz 0 1
C 0.1995 4.4062 3.3091
C -0.5114 4.4326 1.7968
C -2.1666 4.4144 1.8731
C 0.1263 3.3383 0.7566
C -0.3549 1.7881 0.9924
C 0.8181 0.8209 1.6036
O 1.4530 0.3053 0.3461
O 1.9934 1.4593 2.2546
S 2.3756 0.6121 3.6848
O 3.8705 0.1659 3.8841
O 1.7613 1.3331 4.9080
O 1.6756 -0.8833 3.1587
C 0.4349 -0.5727 2.3732
C -0.6973 -0.5895 3.5577
C -2.2177 -0.6783 2.9502
C -3.0824 0.6468 3.4912
S -4.5326 0.1064 4.5814
C -5.9698 1.2756 4.1126
S -7.0706 1.9104 5.2587
N -6.0203 1.6217 2.6092
C -6.0539 0.4393 1.6533
C -6.0524 1.2941 0.2299
N -6.0118 2.8186 0.4466
C -5.9881 2.9833 1.9498
H -0.6108 4.7072 4.1256
H 0.6496 3.3481 3.5779
H 1.0615 5.2265 3.3527
H -0.2328 5.5073 1.3602
H -2.5698 4.3150 2.9922
H -2.6069 3.5099 1.2317
H -2.6477 5.3971 1.4423
H 1.3084 3.4838 0.7570
H -0.2173 3.6564 -0.3359
H -1.3505 1.7603 1.6067
H -0.6252 1.3537 -0.0860
H 0.8378 -0.3508 -0.0977
H 0.2669 -1.4950 1.6725
H -0.5607 0.2726 4.3654
H -0.5229 -1.6015 4.1668
H -2.8359 -1.6143 3.2917
H -2.1105 -0.5995 1.7695
H -2.3942 1.4153 4.0808
H -3.4146 1.2124 2.5102
H -6.0517 -0.7134 1.8542
H -6.0436 0.7904 -0.8518
H -5.9255 3.9207 2.6475
C -6.0059 7.9211 3.5042
C -5.1724 6.8535 4.1823
O -4.9944 5.7488 3.3080
H -6.9834 7.5208 3.2163
H -6.1562 8.7780 4.1669
H -5.5202 8.2665 2.5857
H -5.6716 6.4955 5.0876
H -4.1884 7.2424 4.4616
H -4.5428 6.0757 2.5109
C 5.0389 -3.4320 3.2497
C 4.1723 -4.0525 4.3259
O 3.6541 -3.0396 5.1755
H 5.8658 -2.8712 3.6974
H 5.4499 -4.2003 2.5888
H 4.4612 -2.7220 2.6487
H 4.7586 -4.7445 4.9378
H 3.3357 -4.6043 3.8865
H 3.1283 -2.4351 4.6240
C 3.4331 -4.9015 0.0747
C 3.7350 -6.3673 -0.1587
O 4.7537 -6.5028 -1.1386
H 3.1121 -4.4220 -0.8558
H 2.6462 -4.7800 0.8245
H 4.3286 -4.3708 0.4140
H 2.8434 -6.8894 -0.5186
H 4.0690 -6.8510 0.7643
H 5.5436 -6.0432 -0.8057
C -1.5611 -0.4995 -3.3083
C -2.4277 -1.1200 -2.2321
O -2.9459 -0.1071 -1.3825
H -0.7342 0.0613 -2.8606
H -1.1501 -1.2678 -3.9692
H -2.1388 0.2105 -3.9093
H -1.8414 -1.8120 -1.6202
H -3.2643 -1.6717 -2.6715
H -3.4717 0.4974 -1.9340
C 7.1444 -6.8726 -4.5853
C 6.2586 -8.0556 -4.9168
O 5.7630 -8.6406 -3.7216
H 7.9836 -7.1850 -3.9553
H 7.5384 -6.4130 -5.4961
H 6.5871 -6.1172 -4.0218
H 6.8250 -8.8175 -5.4606
H 5.4099 -7.7491 -5.5359
H 5.2546 -7.9584 -3.2503
C 3.7035 -4.0586 -7.2613
C 4.9711 -4.6594 -6.6900
O 5.1165 -5.9998 -7.1358
H 2.8293 -4.6429 -6.9560
H 3.5743 -3.0266 -6.9232
H 3.7282 -4.0708 -8.3558
H 4.9329 -4.6656 -5.5966
H 5.8511 -4.0883 -7.0013
H 5.1579 -5.9826 -8.1074
C 4.5362 -4.2867 -12.4354
C 4.4539 -4.7456 -10.9942
O 5.7565 -5.0087 -10.4937
H 5.0193 -5.0493 -13.0549
H 3.5396 -4.0840 -12.8376
H 5.1416 -3.3782 -12.5187
H 3.8667 -5.6655 -10.9182
H 3.9837 -3.9830 -10.3658
H 6.2673 -4.1834 -10.5578
C -7.9342 11.4938 6.8546
C -7.6031 10.2539 6.0501
O -6.3102 9.7808 6.3979
H -7.1949 12.2803 6.6711
H -8.9263 11.8738 6.5949
H -7.9092 11.2774 7.9276
H -7.6075 10.4796 4.9795
H -8.3305 9.4583 6.2380
H -6.3193 9.5753 7.3485
*
```

Calculated values
Electronic energy: -94333.6825 eV
Largest force on an atom: 7.3 eV/Å
Orbital gap: 7.39 eV
SMILES string: CC(C)CC[C@@]1(O)OS(=O)(=O)O[C@H]1CCCSC(=S)n1ccnc1.CCO.CCO.CCO.CCO.CCO.CCO.CCO.CCO
E_LUMO: -1.12 eV

Entry 6:
C9H11N3OS | wB97M-V/def2-TZVPD

```
! wB97M-V def2-TZVPD RIJCOSX def2/J DEFGRID3
* xyz 0 1
C 0.4020 2.3047 0.0082
C -1.8878 1.8242 0.5816
C -2.9132 0.9879 0.4997
C -0.5726 1.3724 0.3303
C -0.4317 0.0270 -0.0454
C -2.7271 -0.4076 0.1205
C -1.1939 -2.2639 -0.1539
C 1.6992 -0.1906 -1.6828
C 3.0004 0.0670 1.2897
N 1.1352 3.1485 -0.2356
N -1.4286 -0.8765 0.0024
N 1.1206 -0.8636 -0.5108
O -3.6734 -1.0648 -0.2450
S 1.9556 -1.3878 0.7908
H -1.8949 2.8608 0.8196
H -3.9151 1.2254 0.5475
H -2.1856 -2.7111 -0.2145
H -0.6370 -2.3204 -1.0810
H -0.7157 -2.8153 0.6281
H 1.9906 0.8550 -1.3196
H 2.6412 -0.8048 -2.0442
H 0.8688 -0.1347 -2.2750
H 3.5193 0.4311 0.5070
H 3.5335 -0.2532 2.1964
H 2.3100 0.9901 1.4861
*
```

Calculated values
Electronic energy: -26860.7064 eV
Largest force on an atom: 4.9 eV/Å
Orbital gap: 8.92 eV
E_LUMO: 0.09 eV